[1]
Below is a cluster of 11 separate species, H22O11 in total, with properties calculated with the ωB97M-V functional and the def2-TZVPD basis.

Geometry as XYZ:
```
33
H22O11 (the ωB97M-V functional and the def2-TZVPD basis)
O -20.607 -5.970 -13.219
H -20.660 -5.852 -14.188
H -21.495 -5.760 -12.890
O -15.829 -3.170 -14.953
H -16.158 -4.061 -14.744
H -16.379 -2.595 -14.404
O -16.469 -7.191 -12.670
H -17.282 -7.711 -12.658
H -16.655 -6.469 -13.292
O -17.789 -1.677 -13.349
H -17.987 -2.402 -12.728
H -17.213 -1.077 -12.864
O -20.249 -5.182 -9.735
H -19.530 -5.712 -9.361
H -19.921 -4.275 -9.708
O -19.627 -8.549 -13.005
H -20.173 -7.738 -13.124
H -20.247 -9.259 -12.814
O -17.102 -5.179 -9.536
H -17.520 -5.462 -10.360
H -17.368 -4.262 -9.414
O -17.543 -5.482 -14.780
H -17.145 -6.133 -15.374
H -18.444 -5.333 -15.123
O -22.624 -6.275 -10.863
H -21.776 -5.804 -10.915
H -22.840 -6.235 -9.927
O -20.060 -4.760 -15.707
H -20.303 -5.196 -16.537
H -20.682 -4.026 -15.608
O -18.619 -4.172 -12.281
H -18.255 -4.323 -13.165
H -19.267 -4.892 -12.169
```

The frontier orbital gap is 9.9 eV. The HOMO energy is -10.38 eV. As for the SMILES: O.O.O.O.O.O.O.O.O.O.O. The net charge is 0.

=====

[2]
Below is a cluster of 11 separate species, H22O11 in total, with properties calculated with the ωB97M-V functional and the def2-TZVPD basis.

Geometry as XYZ:
```
33
H22O11 (the ωB97M-V functional and the def2-TZVPD basis)
O 3.136 3.122 -2.000
H 2.993 2.284 -2.440
H 2.711 3.021 -1.149
O -1.340 3.092 -3.523
H -2.142 3.109 -4.045
H -0.681 2.720 -4.108
O -5.381 5.384 -1.779
H -6.251 5.766 -1.889
H -5.186 4.981 -2.625
O -3.557 1.221 -7.606
H -3.058 0.682 -6.992
H -3.945 0.593 -8.215
O 1.729 0.100 -3.377
H 1.582 0.130 -4.323
H 0.893 -0.193 -3.014
O 1.155 2.943 -6.254
H 1.580 2.690 -7.073
H 0.668 3.738 -6.471
O -0.370 7.105 -3.328
H -1.138 6.674 -3.703
H -0.521 7.084 -2.383
O -1.558 3.916 -8.588
H -1.334 3.482 -9.411
H -2.150 3.307 -8.148
O -5.317 2.861 -4.793
H -5.959 2.251 -4.431
H -5.109 2.505 -5.657
O -4.800 6.160 -6.053
H -5.269 5.360 -5.818
H -5.465 6.718 -6.458
O -1.607 -0.318 -1.870
H -1.542 0.633 -1.955
H -2.548 -0.492 -1.829
```

The frontier orbital gap is 10.3 eV. The HOMO energy is -10.72 eV. As for the SMILES: O.O.O.O.O.O.O.O.O.O.O. The net charge is 0.

=====

| no. | calculated total energy (eV) |
| --- | --- |
| 1 | -22880.496 |
| 2 | -22879.413 |